{"formula": "C4H7NO", "method": "the ωB97M-V functional and the def2-TZVPD basis", "fmax_ev_per_a": 0.5, "charge": 0, "smiles": "CC/N=C\\C=O", "homo_energy_ev": -9.58, "e_above_lowest_ev": 1.844, "elements": ["C", "C", "N", "C", "C", "O", "H", "H", "H", "H", "H", "H", "H"], "coordinates": [[1.609, 1.135, 0.136], [0.346, 0.653, -0.573], [0.335, -0.801, -0.573], [-0.623, -1.481, -0.096], [-1.914, -1.017, 0.518], [-2.696, -1.823, 0.967], [1.719, 2.219, 0.033], [2.488, 0.647, -0.294], [1.572, 0.892, 1.203], [-0.540, 1.122, -0.125], [0.382, 0.961, -1.625], [-0.541, -2.571, -0.117], [-2.138, 0.064, 0.545]], "mulliken_charge": [-1.141, -0.145, -0.410, 0.027, 0.015, -0.452, 0.334, 0.307, 0.299, 0.197, 0.259, 0.378, 0.333]}